Molecular formula: C8H8NO2P
Method: DFT, ωB97M-V with the def2-TZVPD basis set

Output
total charge	0
HOMO-LUMO gap (alpha / beta)	5.744 / 5.742	eV

Positions of all 20 atoms, in Å:
C1 2.29 -1.51 0.12
C2 2.78 -0.20 0.15
C3 0.94 -1.73 -0.08
C4 1.93 0.87 -0.02
C5 0.06 -0.67 -0.23
C6 0.55 0.66 -0.26
C7 -1.41 -0.92 -0.20
C8 -0.31 1.73 -0.57
N1 -2.08 0.08 0.41
O1 -1.91 -1.96 -0.60
O2 -0.11 2.99 -0.22
P1 -3.71 0.20 0.27
H1 2.96 -2.34 0.25
H2 3.83 -0.03 0.30
H3 0.53 -2.73 -0.08
H4 2.34 1.87 -0.06
H5 -1.19 1.59 -1.18
H6 0.62 3.08 0.41
H7 -4.03 0.13 1.62
H8 -4.08 -1.11 -0.04

=====

Molecular formula: C6H9N2OPS
Method: DFT, ωB97M-V with the def2-TZVPD basis set

Output
SMILES	C#C[PH3]CCSc1nnco1
total charge	0
HOMO-LUMO gap	8.730	eV

Positions of all 20 atoms, in Å:
C1 3.00 -3.24 0.47
C2 2.60 -1.97 -0.04
P1 1.85 -0.22 -0.49
C3 0.97 1.43 -0.85
C4 0.47 2.05 0.61
S1 -1.40 2.31 0.71
C5 -2.29 0.69 0.42
N1 -1.81 -0.75 0.55
N2 -2.79 -1.69 0.20
C6 -3.98 -0.81 -0.13
O1 -3.70 0.63 0.00
H1 2.99 -4.22 1.14
H2 0.57 -0.88 -0.59
H3 2.46 0.25 0.74
H4 2.66 -0.18 -1.69
H5 -0.01 1.19 -1.49
H6 1.64 2.17 -1.46
H7 1.04 3.08 0.84
H8 0.75 1.35 1.52
H9 -5.04 -1.20 -0.46

=====

Molecular formula: C8H16N4O2
Method: DFT, ωB97M-V with the def2-TZVPD basis set

Output
total charge	0
HOMO-LUMO gap	8.159	eV

Positions of all 30 atoms, in Å:
C1 0.63 0.79 -1.96
C2 0.20 0.31 -3.26
C3 -0.81 0.92 2.42
C4 -1.74 1.47 0.20
C5 -2.02 -0.87 1.21
C6 1.09 -1.05 0.64
C7 2.60 -0.79 0.36
C8 -1.17 0.41 1.09
N1 -0.67 -1.02 -1.64
N2 0.67 0.72 -4.39
N3 0.01 -0.03 -1.11
N4 0.25 0.06 0.24
O1 -0.49 -0.89 -2.93
O2 3.31 -1.94 0.57
H1 1.16 1.57 -1.58
H2 -0.78 0.23 3.22
H3 0.18 1.41 2.27
H4 -1.49 1.67 2.77
H5 -1.84 1.18 -0.82
H6 -1.18 2.42 0.38
H7 -2.87 1.64 0.48
H8 -3.14 -0.53 1.43
H9 -2.01 -1.44 0.24
H10 -1.65 -1.45 2.05
H11 0.92 -1.96 0.05
H12 1.01 -1.14 1.67
H13 3.09 0.11 0.92
H14 2.75 -0.54 -0.72
H15 0.20 0.45 -5.25
H16 3.78 -1.72 1.44

=====

Molecular formula: C16H15AsBrCoF6N3O4
Method: DFT, ωB97M-V with the def2-TZVPD basis set

Output
total charge	+2
HOMO-LUMO gap (alpha / beta)	6.929 / 5.461	eV
spin multiplicity	6

Positions of all 47 atoms, in Å:
Co1 0.40 -4.96 16.00
N1 -1.01 -6.63 16.34
C1 -1.47 -7.08 17.59
C2 -1.39 -3.22 18.27
O1 -2.37 -2.70 18.33
O2 -0.42 -3.86 18.21
H1 -1.76 -6.17 15.83
H2 -0.58 -7.41 15.84
H3 -1.16 -8.03 17.93
H4 -2.38 -6.64 17.95
C3 2.23 -2.39 15.11
O3 2.08 -3.83 15.57
C4 3.23 -4.49 15.93
C5 4.47 -4.32 15.25
C6 5.58 -4.92 15.78
Br1 7.18 -4.82 14.87
C7 5.47 -5.74 16.89
C8 4.26 -5.90 17.54
C9 3.12 -5.33 17.00
O4 1.80 -5.43 17.56
C10 4.27 -6.63 18.83
N2 5.49 -6.91 19.38
C11 5.19 -7.57 20.53
C12 6.09 -8.11 21.47
C13 5.61 -8.88 22.45
C14 4.21 -8.96 22.67
C15 3.29 -8.42 21.76
C16 3.77 -7.73 20.67
N3 3.26 -7.08 19.57
H5 2.40 -2.37 14.05
H6 3.12 -1.96 15.59
H7 1.33 -1.84 15.34
H8 4.43 -3.82 14.29
H9 6.36 -6.23 17.26
H10 1.63 -4.68 18.15
H11 7.16 -7.98 21.44
H12 6.20 -9.39 23.18
H13 3.83 -9.35 23.60
H14 2.21 -8.59 21.92
H15 2.25 -7.05 19.41
F1 -0.13 -5.08 14.04
As1 -1.53 -3.78 13.93
F2 -2.70 -2.54 14.07
F3 -1.13 -3.57 15.71
F4 -2.57 -5.04 14.54
F5 -0.33 -2.68 13.51
F6 -1.92 -4.28 12.34